16
Properties=species:S:1:pos:R:3:forces:R:3:nbo_charge:R:1 method="wB97M-V/def2-TZVPD" max_force_ev_per_a=1.70 de_lowest_kcal_mol=85.3 total_energy_ha=-413.28005 mol_weight_g_mol=116.124 gap_ev="7.65 / 7.65" e_homo_ev="-6.88 / -6.88"
C 0.091978 1.070321 1.012503 -0.287 -0.383 0.863 0.20
C -0.947018 -2.013380 -0.374502 0.117 0.093 -0.059 -0.44
C 0.858707 0.427035 -0.892042 -0.610 -0.568 0.016 0.74
N 0.290981 0.736288 2.306479 -0.314 0.319 -1.014 -0.79
N 0.545440 1.416028 -1.771875 -0.041 0.089 0.116 -0.86
N -0.439598 0.142293 0.175748 1.280 0.906 -0.661 -0.23
N -0.640620 -1.046381 0.657801 0.187 -0.249 0.416 -0.47
O 1.761426 -0.350695 -0.959877 -0.360 0.164 0.153 -0.57
H 0.169011 2.100900 0.706034 0.063 -0.069 -0.163 0.20
H 0.597480 1.426767 2.969392 -0.007 -0.342 0.026 0.40
H 0.142748 -0.249572 2.498020 0.046 0.072 0.189 0.44
H -0.382727 1.803293 -1.739989 0.037 -0.124 -0.069 0.40
H 1.019336 1.396660 -2.663655 -0.006 0.043 0.181 0.41
H -1.614684 -1.614407 -1.152048 -0.016 -0.039 0.080 0.17
H -1.420424 -2.873847 0.099201 -0.032 0.061 -0.070 0.20
H -0.032037 -2.371304 -0.871190 -0.057 0.029 -0.004 0.19